Entry 1:
64
Properties=species:S:1:pos:R:3:forces:R:3:lowdin_charge:R:1 method="wB97M-V/def2-TZVPD" s2=9.09 energy_ev=-161692.5628 charge=-2 multiplicity=6
Mn -0.3199 0.2648 -0.9729 0.39 -0.66 -0.78 0.52
Cl -0.6535 1.8955 1.4255 -0.14 0.16 0.20 0.81
C 0.2690 1.4556 2.8111 -0.01 0.14 0.06 -0.64
C 1.1129 0.3562 2.7418 0.06 -0.23 0.09 -0.38
C 1.8621 0.0869 3.8800 0.01 0.02 0.14 -0.67
Cl 2.9419 -1.2729 3.8826 0.00 -0.04 -0.02 0.73
C 1.7690 0.8457 5.0451 0.04 -0.01 0.03 -0.70
Cl 2.7136 0.4561 6.4446 -0.01 0.00 -0.03 0.63
C 0.8984 1.9293 5.0894 0.09 -0.09 0.02 -0.72
Cl 0.7659 2.8872 6.5201 -0.01 0.02 0.04 0.64
C 0.1479 2.2349 3.9643 -0.09 0.05 -0.20 -0.70
Cl -0.9273 3.5877 3.9967 0.01 0.01 0.02 0.66
I 2.5941 0.3938 -5.5855 -0.02 0.01 0.04 0.69
C 1.5917 0.3628 -3.7396 0.03 -0.05 -0.10 -0.77
C 1.4805 1.5257 -3.0238 0.03 -0.01 0.08 -0.35
N 0.9253 1.5893 -1.8244 -0.05 0.05 0.13 -0.04
N 0.4824 -1.1685 -2.1837 -0.40 0.52 0.38 -0.02
C 1.1357 -0.9168 -3.2410 0.11 -0.04 0.05 -0.43
H 1.8770 2.4411 -3.4591 0.01 0.00 -0.01 0.09
H 0.8277 2.5330 -1.4735 -0.02 0.04 -0.07 0.06
H 1.4542 -1.7833 -3.8449 -0.01 0.00 0.00 0.07
S -2.4771 -0.7713 -0.9014 0.00 -0.01 0.11 0.59
O -1.7318 4.4026 -2.0649 0.02 0.00 0.02 0.03
C -2.8743 4.0163 -2.7277 -0.08 -0.09 -0.04 -0.27
C -3.5439 4.9139 -3.5212 -0.03 0.01 -0.02 -0.09
C -4.7094 4.5577 -4.2351 0.01 0.02 0.00 -0.16
C -5.1718 3.2453 -4.1221 0.06 0.00 0.04 -0.16
C -4.5149 2.3275 -3.3318 0.05 0.04 0.02 -0.05
C -3.3334 2.6636 -2.5850 -0.02 0.14 -0.03 -0.10
C -2.6926 1.7114 -1.7610 -0.29 -0.20 0.02 -0.54
O -3.2358 0.4617 -1.8298 0.11 0.24 0.01 -0.53
O -1.7056 1.9213 -0.9941 0.20 -0.27 -0.09 -0.26
H -1.5842 5.3277 -2.2862 0.00 -0.01 -0.01 0.09
H -3.1479 5.9250 -3.6004 -0.01 0.00 0.00 0.09
H -5.2165 5.2846 -4.8571 0.01 0.00 0.01 0.06
H -6.0594 2.9365 -4.6647 0.00 0.00 0.00 0.08
H -4.8821 1.3145 -3.2567 0.00 -0.01 0.01 0.09
C 2.8629 0.3611 0.8414 0.01 0.04 -0.03 -0.27
P 1.2647 -0.7175 1.1014 -0.03 0.12 0.02 0.86
C 2.2676 -2.2527 0.5930 0.08 0.03 -0.03 -0.33
C 2.3535 -3.3961 1.3870 0.05 -0.03 0.04 -0.14
C 3.1283 -4.4896 1.0202 0.00 0.02 0.00 -0.11
C 3.8353 -4.4762 -0.1734 -0.01 0.01 0.00 -0.13
C 3.7564 -3.3530 -0.9858 -0.01 0.01 0.01 -0.10
C 2.9937 -2.2586 -0.6014 0.00 0.00 0.02 -0.11
C -0.0724 -1.9192 1.8794 -0.02 -0.08 -0.06 -0.33
C -0.6124 -2.7817 0.9140 -0.10 0.04 -0.03 -0.18
C -1.6661 -3.6321 1.1965 0.00 0.06 -0.01 -0.11
C -2.2187 -3.6582 2.4745 0.01 0.00 0.01 -0.12
C -1.6987 -2.8231 3.4473 0.01 0.00 0.00 -0.11
C -0.6399 -1.9642 3.1496 0.01 0.02 -0.06 -0.10
H 3.7039 0.0706 1.4794 -0.02 -0.01 0.01 0.01
H 2.6004 1.4040 1.0446 0.00 0.00 -0.01 0.02
H 3.1753 0.3083 -0.2011 0.01 0.00 0.01 0.01
H 1.7870 -3.4428 2.3089 0.03 0.00 -0.01 0.08
H 3.1699 -5.3578 1.6692 0.00 0.00 0.00 0.09
H 4.4320 -5.3311 -0.4716 0.00 0.00 0.00 0.08
H 4.2816 -3.3280 -1.9341 0.00 0.00 0.00 0.09
H 2.9353 -1.4089 -1.2648 0.00 0.00 -0.01 0.07
H -0.1945 -2.7695 -0.0921 -0.07 0.03 0.03 0.08
H -2.0754 -4.2561 0.4106 0.00 -0.01 0.00 0.10
H -3.0527 -4.3129 2.7002 0.00 0.00 0.00 0.08
H -2.1172 -2.8277 4.4486 0.00 0.00 0.00 0.09
H -0.2675 -1.3296 3.9450 0.01 0.03 0.01 0.09



Entry 2:
14
Properties=species:S:1:pos:R:3:forces:R:3:lowdin_charge:R:1 method="wB97M-V/def2-TZVPD" energy_ev=-8387.2389 smiles="C=c1cc2c(=C)c-2c1" multiplicity=1
C -0.0203 0.6346 -1.2535 -0.11 0.07 -0.06 -0.07
C -0.6425 0.3730 1.0288 -0.07 -0.12 0.17 0.00
C 0.4177 -0.5642 -0.8656 0.75 -2.86 2.82 0.00
C 0.0025 -0.7111 0.5915 0.12 0.35 -0.66 -0.15
C -0.7060 1.2996 -0.1182 -0.03 0.29 -0.14 -0.31
C 0.7789 -1.8031 0.2079 -0.60 2.52 -2.37 -0.11
C -1.2129 2.5366 -0.1175 0.11 -0.19 0.07 0.10
C 1.5153 -2.8821 0.2963 0.06 -0.28 0.14 0.07
H 0.0851 1.0800 -2.2280 0.01 0.13 -0.13 0.09
H -1.0363 0.5821 2.0063 -0.09 0.05 0.17 0.10
H -1.6543 2.9729 0.7625 -0.10 0.00 0.21 0.06
H -1.1759 3.1631 -0.9931 0.02 0.02 -0.21 0.06
H 1.5467 -3.4464 1.2159 -0.02 0.01 0.16 0.07
H 2.1020 -3.2352 -0.5333 -0.03 0.01 -0.17 0.07



Entry 3:
8
Properties=species:S:1:pos:R:3:forces:R:3:lowdin_charge:R:1 method="wB97M-V/def2-TZVPD" energy_ev=-23815.6629 charge=-1 multiplicity=1
C -0.8120 -0.0198 -1.6756 -5.08 -2.86 -0.47 -0.55
C 0.8912 0.7595 0.9713 0.04 1.22 0.97 -0.49
O -1.8784 -0.5744 -1.7019 1.76 1.15 0.28 0.08
O 0.0311 0.6737 -1.9734 2.72 2.09 -0.61 0.18
O 0.0572 -1.3800 -0.3592 0.16 -0.40 0.87 -0.56
O -0.3989 0.4585 1.5804 0.42 -1.20 -1.20 -0.38
F 1.6933 1.0304 2.1262 0.40 -0.03 -0.07 -0.20
S 0.4164 -0.9479 1.0323 -0.43 0.03 0.23 0.92



Entry 4:
20
Properties=species:S:1:pos:R:3:forces:R:3:lowdin_charge:R:1 method="wB97M-V/def2-TZVPD" energy_ev=-39925.3498 smiles="Cc1ssc(=S)c1C(C)C" multiplicity=1
C 0.2269 0.6097 0.4889 1.51 2.20 1.52 -0.30
C 0.9102 0.9774 -0.6074 0.95 -0.23 -0.35 -0.63
C 0.3796 1.6617 1.6455 -0.43 -2.99 -1.25 -1.12
C 1.1392 0.3810 -1.9583 -0.79 -3.22 -1.61 -0.15
C -1.9332 -0.2166 0.0843 2.03 -3.04 -2.02 -0.03
C 0.0117 -1.9495 0.4060 -2.34 1.41 -1.37 -0.01
C -0.6202 -0.5804 0.7398 0.56 -0.46 -0.88 -0.43
S -0.3060 1.3326 3.0900 0.00 0.93 0.49 0.66
S 1.9956 2.3200 -0.5232 0.27 0.46 -0.94 0.65
S 1.4391 2.9519 1.2772 -0.33 0.59 1.37 0.62
H 1.4748 1.0987 -2.7131 -0.59 0.28 0.21 0.05
H 0.1482 -0.1681 -2.3507 2.36 1.17 0.73 0.12
H 2.0334 -0.3705 -2.0287 -1.79 0.92 0.66 0.12
H -1.6081 0.0137 -0.9577 -1.51 0.17 0.58 0.10
H -2.3884 0.4658 0.6793 -1.25 2.93 1.03 0.05
H -2.5482 -1.0840 0.2015 -0.71 -0.71 -0.74 0.08
H 0.2869 -1.8400 -0.5953 0.87 -0.39 -1.85 0.04
H -0.6771 -2.7845 0.4166 -0.45 0.02 0.36 0.09
H 0.8427 -2.1876 0.9577 1.99 -0.32 1.54 0.06
H -0.8072 -0.6314 1.7476 -0.33 0.26 2.53 0.03



Entry 5:
91
Properties=species:S:1:pos:R:3:forces:R:3:lowdin_charge:R:1 method="wB97M-V/def2-TZVPD" energy_ev=-59607.5575 smiles="[H]/N=C(/C)Cc1cc(CCF)c2c(c1)C(=O)NC2=O.CC#N.CC#N.CC#N.CC#N.CC#N.CC#N.CC#N.CC#N.CC#N.CC#N" multiplicity=1
C -1.6464 -5.9004 3.3683 -0.25 0.70 -0.01 -0.05
C -2.3258 -6.4644 2.0990 -0.65 -0.28 -0.84 -0.40
N -3.6026 -6.3519 1.9784 1.21 -0.15 0.01 0.12
C -1.5289 -7.1901 0.9358 1.42 0.90 1.39 -0.09
C -0.3406 -6.3141 0.3609 2.06 0.64 -1.11 -0.14
C -0.2541 -4.8452 0.5226 1.43 -1.52 -1.07 0.04
C 0.8895 -4.0376 0.0015 -0.08 -1.47 -0.42 -0.10
C 0.9828 -2.4857 0.2093 -1.13 -0.77 0.53 -0.11
C 1.2930 -1.6706 -1.0900 1.42 -0.47 0.08 -0.21
F 0.4105 -0.5963 -1.3226 0.35 -0.87 0.36 -0.08
C 1.9533 -4.7495 -0.6983 -1.78 -1.05 0.60 -0.03
C 1.8693 -6.2132 -0.8616 -1.02 0.62 0.41 -0.08
C 0.7777 -7.0181 -0.3796 -0.32 2.58 0.81 0.04
C 3.1471 -6.7003 -1.6023 -2.19 1.70 1.11 -0.38
O 3.4407 -7.8082 -1.9313 0.31 0.49 0.04 0.13
N 3.9433 -5.4834 -1.7641 1.12 -0.39 0.93 0.12
C 3.2811 -4.2575 -1.3328 -1.88 -1.81 0.58 -0.37
O 3.7581 -3.1652 -1.4541 -0.10 -0.46 0.19 0.11
H -1.6304 -6.6185 4.2351 0.19 0.43 -1.11 0.09
H -0.6331 -5.4664 3.1585 -0.82 -0.72 0.29 0.07
H -2.2730 -5.0335 3.7235 0.57 -0.89 -0.42 0.06
H -3.8630 -6.7795 1.0817 -0.22 0.21 0.32 0.05
H -1.0502 -8.0806 1.4420 -0.41 0.70 -0.76 0.13
H -2.2146 -7.5468 0.1311 0.54 0.42 0.60 0.12
H -1.0966 -4.3526 1.0614 0.91 -0.22 -0.52 0.11
H 1.7234 -2.3120 1.0396 -0.55 0.08 -1.04 0.11
H -0.0091 -2.1562 0.6349 0.95 -0.21 -0.51 0.11
H 2.3343 -1.2715 -0.9772 -1.24 -0.09 -0.31 0.07
H 1.3105 -2.3335 -2.0004 -0.34 0.70 0.90 0.09
H 0.8010 -8.1248 -0.5289 -0.17 1.16 0.17 0.13
H 4.6240 -5.6033 -0.9938 0.70 0.08 -1.13 0.16
C -0.9817 0.2687 3.4143 0.08 -0.64 0.27 -0.07
C -0.7470 -1.1683 3.6924 0.01 1.04 -0.44 -0.26
N -0.5327 -2.2836 3.8413 -0.05 -0.38 0.11 0.13
H -0.8583 0.4631 2.3490 0.00 -0.07 0.04 0.08
H -1.9908 0.5452 3.7116 0.05 -0.09 -0.06 0.03
H -0.2671 0.8742 3.9721 0.02 -0.08 -0.02 0.08
C 5.2657 0.5940 0.1016 -0.44 -0.13 0.29 -0.06
C 3.8918 0.3305 0.5844 0.62 0.15 -0.20 -0.24
N 2.8200 0.1326 0.9456 0.11 0.10 0.10 0.15
H 5.5659 1.6023 0.3827 -0.06 -0.05 -0.04 0.05
H 5.9614 -0.1215 0.5394 -0.11 -0.03 -0.02 0.08
H 5.2981 0.5023 -0.9836 -0.03 -0.01 0.05 0.08
C 4.2759 3.2801 -3.1309 0.23 0.01 0.63 -0.06
C 4.8657 3.5516 -1.7923 -0.34 -0.06 -0.80 -0.27
N 5.3168 3.7624 -0.7570 -0.06 0.03 -0.12 0.14
H 3.4195 3.9316 -3.2998 0.11 0.04 0.05 0.05
H 5.0189 3.4635 -3.9062 -0.02 0.03 0.08 0.08
H 3.9511 2.2409 -3.1869 0.05 0.03 0.06 0.08
C -2.1996 4.1496 3.9614 -0.27 -0.48 -0.19 -0.06
C -3.0099 3.0056 3.4797 0.24 0.56 0.17 -0.27
N -3.6362 2.1188 3.1043 0.06 0.18 0.06 0.13
H -2.7572 5.0767 3.8343 0.02 -0.06 -0.02 0.08
H -1.9638 4.0171 5.0170 -0.05 -0.02 -0.05 0.08
H -1.2717 4.2114 3.3928 -0.08 0.02 -0.03 0.07
C 2.0937 5.4806 -0.6566 -0.62 0.09 0.41 -0.08
C 0.9301 5.7035 0.2349 0.49 -0.15 -0.34 -0.25
N 0.0283 5.8750 0.9257 0.10 -0.04 -0.04 0.13
H 1.8904 5.8906 -1.6438 -0.04 -0.02 0.09 0.05
H 2.9756 5.9685 -0.2433 -0.05 -0.06 0.00 0.07
H 2.2887 4.4126 -0.7491 -0.03 0.05 0.09 0.07
C 4.9027 8.5298 -2.3656 -0.31 -0.43 -0.19 -0.05
C 4.1151 7.3857 -2.8803 0.37 0.50 0.17 -0.23
N 3.5045 6.4990 -3.2789 0.14 0.13 -0.02 0.15
H 4.3103 9.4424 -2.4246 0.00 -0.07 -0.02 0.08
H 5.1794 8.3505 -1.3270 -0.03 -0.03 -0.06 0.08
H 5.8075 8.6526 -2.9598 -0.06 -0.04 0.01 0.08
C -2.9874 6.9034 -0.4774 -0.27 0.49 -0.11 -0.08
C -3.4625 8.2388 -0.9089 0.19 -0.57 0.19 -0.28
N -3.8312 9.2744 -1.2433 0.01 -0.12 0.02 0.11
H -3.4738 6.1288 -1.0728 0.20 0.23 0.15 0.02
H -1.9094 6.8309 -0.6121 -0.07 0.01 0.04 0.05
H -3.2244 6.7480 0.5749 0.07 0.09 -0.03 0.07
C 0.0582 -3.8340 -4.0712 -0.23 -0.46 0.28 -0.06
C -0.5069 -4.9987 -3.3507 0.25 0.52 -0.29 -0.25
N -0.9449 -5.9008 -2.7924 -0.06 0.05 -0.12 0.16
H -0.4174 -3.7363 -5.0466 0.01 -0.04 0.05 0.08
H -0.1160 -2.9243 -3.4971 -0.05 -0.06 -0.03 0.07
H 1.1312 -3.9692 -4.2094 -0.05 -0.02 0.02 0.08
C -6.4658 5.4412 -2.8704 0.56 -0.07 -0.02 -0.05
C -4.9980 5.2443 -2.9056 -0.64 0.02 -0.11 -0.25
N -3.8599 5.0921 -2.9335 -0.23 -0.08 -0.14 0.13
H -6.9683 4.5355 -3.2085 0.07 0.03 0.02 0.08
H -6.7842 5.6672 -1.8531 0.05 -0.01 -0.04 0.08
H -6.7432 6.2684 -3.5228 0.06 -0.03 0.04 0.08
C -4.9335 -3.5439 3.5584 -0.48 0.05 0.41 -0.08
C -6.1332 -3.3241 4.4008 0.52 -0.05 -0.36 -0.28
N -7.0627 -3.1544 5.0534 0.09 -0.02 -0.06 0.11
H -5.0913 -3.1138 2.5698 -0.02 -0.03 0.05 0.08
H -4.0661 -3.0695 4.0185 -0.07 0.02 0.00 0.07
H -4.7420 -4.6125 3.4546 -0.03 0.05 -0.07 0.04



Entry 6:
60
Properties=species:S:1:pos:R:3:forces:R:3:lowdin_charge:R:1 method="wB97M-V/def2-TZVPD" s2=6.01 energy_ev=-71262.5571 charge=+1 multiplicity=5
Fe 0.1808 0.0111 0.2828 -0.23 -0.06 -1.05 0.98
C -1.8128 -3.1661 0.5254 0.10 0.14 0.00 -0.03
C -1.4649 -2.6126 -0.8102 0.15 0.18 -0.26 -0.33
C -1.7985 -3.1171 -2.0631 0.21 0.34 0.00 0.03
C -1.2527 -2.2275 -2.9803 -0.16 -0.24 0.41 -0.25
C -1.3090 -2.2937 -4.4603 0.07 0.14 -0.06 -0.01
N -0.6372 -1.2514 -2.2885 -0.15 -0.21 -0.51 0.03
N -0.7604 -1.4855 -0.9637 0.22 0.26 1.08 0.01
B 0.0758 0.0032 -2.8433 -0.13 0.02 0.78 -0.50
N 1.5445 0.0076 -2.3742 0.20 -0.01 -0.58 0.03
N 1.9075 0.0224 -1.0711 -0.61 0.01 1.21 0.02
C 3.2431 0.0287 -1.0202 -0.17 0.01 -0.16 -0.33
C 4.0101 0.0493 0.2519 -0.04 -0.02 -0.02 -0.02
C 3.7505 0.0166 -2.3162 -0.37 0.00 0.12 0.03
C 2.6440 0.0044 -3.1503 0.27 0.00 0.42 -0.25
C 2.6106 -0.0066 -4.6308 -0.17 0.00 -0.09 -0.01
N -0.6411 1.2583 -2.2962 -0.12 0.16 -0.49 0.03
N -0.7660 1.4961 -0.9724 0.25 -0.29 1.07 0.01
C -1.4667 2.6236 -0.8218 0.15 -0.20 -0.15 -0.33
C -1.8046 3.1776 0.5159 0.05 -0.05 -0.09 -0.02
C -1.7998 3.1265 -2.0763 0.18 -0.28 -0.03 0.03
C -1.2553 2.2349 -2.9899 -0.17 0.26 0.38 -0.25
C -1.3095 2.2961 -4.4707 0.07 -0.14 -0.04 -0.01
H -2.3302 -4.1135 0.4018 -0.01 -0.03 0.10 0.08
H -0.9163 -3.3270 1.1231 0.01 -0.07 0.08 0.08
H -2.4661 -2.4787 1.0620 -0.08 -0.03 0.09 0.07
H -2.3604 -4.0047 -2.2686 -0.11 -0.18 -0.10 0.11
H -1.8369 -3.1929 -4.7632 -0.01 -0.02 -0.04 0.09
H -1.8294 -1.4268 -4.8632 -0.02 0.01 -0.12 0.08
H -0.3059 -2.3147 -4.8813 0.02 -0.01 -0.12 0.08
H 0.0287 0.0008 -4.0139 0.00 -0.01 -0.41 0.11
H 3.3472 0.1617 1.1099 0.04 0.02 0.03 0.05
H 4.5802 -0.8726 0.3619 0.00 -0.01 0.09 0.09
H 4.7150 0.8791 0.2415 0.01 0.01 0.11 0.09
H 4.7818 0.0168 -2.5950 0.27 0.01 -0.16 0.12
H 3.6212 -0.0106 -5.0270 0.04 0.00 -0.01 0.09
H 2.0843 -0.8870 -4.9908 0.00 -0.07 -0.14 0.08
H 2.0871 0.8696 -5.0056 -0.01 0.06 -0.12 0.08
H -1.3945 2.5428 1.3032 -0.04 0.09 0.07 0.05
H -1.4012 4.1838 0.6163 0.03 0.01 0.12 0.09
H -2.8860 3.2432 0.6262 -0.02 -0.02 0.12 0.09
H -2.3607 4.0154 -2.2836 -0.09 0.15 -0.11 0.12
H -1.8369 3.1935 -4.7793 -0.02 0.03 -0.03 0.09
H -0.3054 2.3166 -4.8893 0.02 0.01 -0.12 0.08
H -1.8296 1.4276 -4.8703 -0.01 -0.02 -0.12 0.08
N -1.2110 0.0654 7.6150 -0.29 0.02 0.16 0.19
C -0.0806 0.0158 6.8866 -0.13 0.01 0.14 -0.50
O 1.0234 -0.0054 7.3811 0.15 -0.01 -0.06 0.09
C -0.2363 -0.0154 5.3854 0.26 -0.03 -0.59 -0.09
C 0.9483 -0.1344 4.6579 -0.16 0.01 0.12 0.03
C 0.9048 -0.1545 3.2804 0.30 -0.03 0.16 -0.10
N -0.2369 -0.0702 2.5928 0.35 0.04 -1.15 -0.01
C -1.3708 0.0283 3.2830 -0.46 0.06 -0.10 -0.12
C -1.4261 0.0666 4.6681 0.28 -0.05 -0.05 0.02
H -1.1132 0.0838 8.6172 -0.02 0.00 -0.01 0.13
H -2.1372 0.0802 7.2277 0.11 -0.02 0.00 0.10
H 1.8819 -0.2041 5.1943 0.07 0.00 0.01 0.13
H 1.8142 -0.2430 2.6932 -0.04 0.00 0.15 0.10
H -2.2767 0.0811 2.6931 -0.06 0.04 0.04 0.12
H -2.3935 0.1638 5.1376 -0.03 -0.01 0.02 0.11